Entry 1:
Below is a 8-piece molecular cluster, H16O8 overall, with properties calculated with ωB97M-V with the def2-TZVPD basis set.

The geometry in XYZ format:
```
24
H16O8 | the Open Molecules 2025 dataset | ωB97M-V with the def2-TZVPD basis set
O 4.86214 -6.55144 13.86100
H 5.34935 -5.95058 13.28068
H 4.98895 -7.43146 13.48747
O 2.99538 -3.84454 18.74628
H 2.76555 -4.06096 19.65712
H 3.58593 -3.08461 18.81351
O 2.22041 -6.66184 15.18213
H 1.74638 -7.26023 14.59566
H 3.00518 -6.39157 14.68178
O 4.39333 -7.20991 18.77707
H 5.26949 -7.00100 19.12314
H 4.53449 -7.93166 18.15346
O 7.91459 -6.06847 14.98651
H 8.63017 -6.66808 15.22543
H 7.09984 -6.52129 15.23736
O 5.00385 -2.51042 15.11057
H 5.58779 -2.05159 15.72295
H 4.58397 -3.20186 15.64967
O 4.78409 -5.01091 16.58656
H 4.63502 -5.85482 16.14436
H 4.64791 -5.19706 17.52855
O 7.75108 -3.86139 17.60814
H 8.59546 -4.31499 17.68963
H 7.08986 -4.55501 17.49016
```

## Properties
- HOMO level (eV) = -10.3577
- total charge = 0

Entry 2:
Below is a 8-piece molecular cluster, H16O8 overall, with properties calculated with ωB97M-V with the def2-TZVPD basis set.

The geometry in XYZ format:
```
24
H16O8 | the Open Molecules 2025 dataset | ωB97M-V with the def2-TZVPD basis set
O 0.65566 -3.51201 -2.63340
H 0.51440 -4.31523 -2.13228
H -0.21630 -3.26474 -2.94125
O -3.64808 -2.54302 -3.79596
H -4.31176 -2.74683 -4.45491
H -4.06126 -1.88756 -3.23393
O -3.19811 4.54199 1.30703
H -2.24187 4.55361 1.34820
H -3.47319 5.21903 1.92522
O 5.37388 1.43633 0.65235
H 4.61076 1.60403 1.20529
H 5.64443 2.30246 0.34762
O 5.22025 -3.09786 -1.03533
H 5.51897 -2.21418 -0.82061
H 4.38131 -2.96685 -1.47721
O 2.48088 1.88902 4.75467
H 2.06288 2.30431 4.00031
H 1.83944 1.24844 5.06198
O -0.25717 0.34636 0.81599
H -0.28436 -0.60879 0.87213
H -1.15113 0.59874 0.58493
O -5.12612 0.24233 -0.48477
H -4.95433 1.12577 -0.15881
H -5.37916 -0.25535 0.29274
```

## Properties
- HOMO level (eV) = -11.1149
- total charge = 0

Entry 3:
Below is a 8-piece molecular cluster, H16O8 overall in a non-equilibrium geometry, with properties calculated with ωB97M-V with the def2-TZVPD basis set.

The geometry in XYZ format:
```
24
H16O8 | the Open Molecules 2025 dataset | ωB97M-V with the def2-TZVPD basis set
O -1.56317 0.08804 2.46654
H -1.46617 0.63204 1.71854
H -1.11917 -0.74196 2.18754
O -2.78917 -1.49896 -0.02946
H -1.93117 -1.87396 -0.23746
H -3.14017 -2.10696 0.67354
O 2.46283 1.62004 0.55954
H 3.38983 1.57504 0.77954
H 2.53683 1.81904 -0.35146
O -0.37417 1.02104 -0.00646
H 0.06183 0.30804 -0.48346
H 0.36183 1.57904 0.21654
O 2.21983 0.37204 2.72154
H 3.10783 0.18604 2.98854
H 2.32083 0.91604 1.97054
O -0.26417 -2.55396 -2.82246
H 0.28183 -1.95696 -2.25046
H -0.74817 -3.07796 -2.17546
O -2.76717 1.72504 -1.46446
H -1.93717 1.43604 -1.13946
H -3.23117 1.81304 -0.66646
O 1.21683 -0.60396 -1.67546
H 1.55383 0.18104 -1.98046
H 1.81683 -0.85696 -0.99946
```

## Properties
- HOMO level (eV) = -10.5275
- total charge = 0

Entry 4:
Below is a 8-piece molecular cluster, H16O8 overall in a non-equilibrium geometry, with properties calculated with ωB97M-V with the def2-TZVPD basis set.

The geometry in XYZ format:
```
24
H16O8 | the Open Molecules 2025 dataset | ωB97M-V with the def2-TZVPD basis set
O 1.97386 0.35259 6.44632
H 1.56409 1.21765 6.44852
H 1.68785 -0.05052 7.26604
O 1.64073 3.46180 4.42761
H 1.11215 4.02640 3.86364
H 1.59402 3.87325 5.29061
O 5.12483 -1.64491 6.76062
H 4.34608 -1.34482 7.22935
H 5.22584 -2.55961 7.02396
O 3.57841 -0.75127 9.25599
H 3.56092 -1.55713 9.77224
H 3.15416 -0.09950 9.81406
O 1.57986 0.47093 3.25025
H 1.44561 0.26876 4.17618
H 1.08176 -0.20005 2.78344
O 0.89794 3.35360 7.19628
H 0.90346 4.20716 7.62945
H 0.56468 2.74978 7.86005
O -0.69654 1.71487 5.37778
H 0.05950 2.12202 4.95484
H -1.26653 2.44850 5.60826
O 2.12133 -2.92966 6.66602
H 2.51545 -2.54596 5.88264
H 2.85356 -3.33866 7.12731
```

## Properties
- HOMO level (spin up / spin down) (eV) = -14.3631 / -13.7903
- total charge = +1
- multiplicity = 2

Values for energy above the lowest of the compared OMol25 structures with the same formula, charge and spin, kcal/mol, ordered as above
53.27; 65.08; 76.57; 30.06